{
  "formula": "C37H34CdN6OS",
  "method": "ωB97M-V/def2-TZVPD",
  "spin_multiplicity": 1,
  "homo_ha": -0.498,
  "mol_weight_g_mol": 723.199,
  "charge": 2,
  "gap_ev": 9.0,
  "total_energy_ev": -65298.5336,
  "lumo_ev": -4.557,
  "relative_energy_kj_mol": 21.0,
  "elements": ["Cd", "C", "N", "C", "C", "N", "C", "C", "C", "C", "C", "C", "N", "C", "N", "C", "C", "C", "C", "C", "C", "N", "H", "H", "H", "H", "H", "H", "H", "H", "H", "H", "H", "H", "H", "H", "H", "N", "C", "C", "C", "C", "C", "C", "C", "H", "H", "H", "H", "H", "O", "S", "C", "C", "C", "C", "C", "C", "C", "C", "C", "C", "C", "C", "C", "C", "H", "H", "H", "H", "H", "H", "H", "H", "H", "H", "H", "H", "H", "H"],
  "coordinates": [[0.25, 0.56, 0.09], [-2.88, -0.35, 0.41], [-1.65, -1.12, 0.17], [-1.36, -2.09, 1.23], [-0.57, -1.44, 2.33], [0.14, -0.35, 2.17], [0.77, -0.11, 3.39], [1.64, 0.90, 3.77], [2.11, 0.88, 5.07], [1.72, -0.13, 5.97], [0.85, -1.14, 5.60], [0.40, -1.11, 4.29], [-0.47, -1.94, 3.58], [-2.76, 1.08, -0.04], [-1.64, 1.76, -0.08], [-1.96, 3.03, -0.55], [-1.16, 4.14, -0.80], [-1.78, 5.26, -1.30], [-3.16, 5.30, -1.54], [-3.97, 4.21, -1.29], [-3.34, 3.08, -0.79], [-3.81, 1.81, -0.45], [-3.74, -0.80, -0.08], [-3.09, -0.35, 1.48], [-1.70, -1.59, -0.72], [-2.27, -2.55, 1.64], [-0.77, -2.90, 0.80], [1.93, 1.69, 3.09], [2.78, 1.65, 5.41], [2.10, -0.11, 6.98], [0.55, -1.91, 6.29], [-0.93, -2.76, 3.92], [-0.09, 4.12, -0.60], [-1.19, 6.15, -1.51], [-3.61, 6.20, -1.93], [-5.03, 4.24, -1.47], [-4.77, 1.50, -0.49], [2.53, 0.78, 0.10], [3.67, 0.66, 0.06], [5.09, 0.51, 0.00], [5.79, 0.29, 1.19], [7.17, 0.15, 1.13], [7.81, 0.21, -0.10], [7.10, 0.42, -1.28], [5.73, 0.57, -1.23], [5.27, 0.24, 2.13], [7.73, -0.02, 2.03], [8.89, 0.10, -0.14], [7.62, 0.47, -2.22], [5.16, 0.74, -2.14], [0.26, 0.16, -2.12], [1.16, 0.74, -3.22], [1.28, -0.57, -4.42], [2.15, -1.73, -3.99], [2.82, -1.78, -2.78], [3.62, -2.87, -2.46], [3.75, -3.93, -3.35], [3.07, -3.89, -4.56], [2.27, -2.80, -4.88], [0.13, 1.93, -4.12], [-1.11, 1.36, -4.74], [-2.22, 1.06, -3.95], [-3.36, 0.52, -4.53], [-3.40, 0.27, -5.90], [-2.30, 0.58, -6.69], [-1.16, 1.12, -6.11], [1.67, -0.10, -5.33], [0.26, -0.89, -4.64], [2.73, -0.97, -2.06], [4.15, -2.90, -1.52], [4.37, -4.78, -3.11], [3.16, -4.71, -5.26], [1.75, -2.77, -5.83], [0.80, 2.37, -4.87], [-0.08, 2.70, -3.38], [-2.18, 1.26, -2.89], [-4.22, 0.29, -3.92], [-4.29, -0.15, -6.35], [-2.33, 0.40, -7.75], [-0.31, 1.37, -6.74]]
}